1.
{"formula": "CH6N2Si", "method": "wB97M-V/def2-TZVPD", "s_squared": 2.006, "homo_energy_ev": [-4.74, -10.51], "spin_multiplicity": 3, "gap_ha": [0.2058, 0.3360], "de_lowest_kcal_mol": 51.00, "species": ["C", "N", "N", "Si", "H", "H", "H", "H", "H", "H"], "coordinates": [[1.70, -0.07, -0.24], [-0.55, 0.70, 0.78], [0.09, -0.31, -0.06], [-1.76, -0.07, -0.14], [2.23, -0.41, 0.60], [1.86, -0.65, -1.09], [1.59, 1.05, -0.42], [-0.65, 0.48, 1.78], [-2.55, -1.25, 0.33], [-1.96, 0.53, -1.53]]}

=====

2.
{"formula": "C36H39BClF16N3O15", "method": "wB97M-V/def2-TZVPD", "homo_energy_ev": -9.85, "spin_multiplicity": 1, "gap_ha": 0.3396, "de_lowest_kcal_mol": 30.00, "species": ["C", "B", "O", "C", "C", "N", "C", "O", "C", "C", "C", "F", "C", "O", "C", "N", "C", "C", "C", "O", "N", "C", "C", "C", "Cl", "C", "O", "H", "H", "H", "H", "H", "H", "H", "H", "H", "H", "H", "H", "H", "H", "C", "C", "O", "C", "O", "C", "F", "F", "F", "H", "H", "H", "H", "H", "C", "C", "O", "C", "O", "C", "F", "F", "F", "H", "H", "H", "H", "H", "C", "C", "O", "C", "O", "C", "F", "F", "F", "H", "H", "H", "H", "H", "C", "C", "O", "C", "O", "C", "F", "F", "F", "H", "H", "H", "H", "H", "C", "C", "O", "C", "O", "C", "F", "F", "F", "H", "H", "H", "H", "H"], "coordinates": [[0.09, -2.54, -2.88], [0.12, -1.21, -2.03], [-0.35, -1.26, -0.73], [0.62, 0.20, -2.58], [1.76, 0.88, -2.13], [2.53, 0.25, -1.08], [3.59, -0.20, -1.52], [4.63, -0.50, -1.96], [2.11, 2.12, -2.64], [3.34, 2.84, -2.10], [2.96, 3.46, -0.72], [1.60, 3.75, -0.74], [1.34, 2.75, -3.62], [1.67, 4.02, -4.12], [2.63, 3.91, -5.00], [3.59, 3.87, -5.65], [0.22, 2.11, -4.06], [-0.12, 0.85, -3.55], [-1.42, 0.42, -4.25], [-1.92, -0.66, -4.36], [-1.92, 1.64, -4.76], [-3.11, 2.18, -4.07], [-2.82, 3.36, -3.10], [-3.62, 3.07, -1.80], [-3.87, 4.55, -0.82], [-0.86, 2.51, -5.08], [-0.81, 3.37, -5.91], [-0.15, -2.37, -3.93], [1.05, -3.06, -2.77], [-0.68, -3.21, -2.46], [-0.68, -0.37, -0.53], [3.63, 3.68, -2.75], [4.17, 2.13, -2.02], [3.12, 2.75, 0.10], [3.49, 4.41, -0.57], [-3.88, 2.46, -4.81], [-3.53, 1.34, -3.49], [-3.17, 4.28, -3.59], [-1.77, 3.44, -2.79], [-2.98, 2.42, -1.20], [-4.54, 2.50, -1.98], [-4.84, 0.12, 3.86], [-4.29, 1.53, 3.91], [-3.00, 1.59, 3.28], [-3.00, 1.74, 1.96], [-3.97, 1.81, 1.28], [-1.55, 1.83, 1.46], [-0.75, 0.94, 2.05], [-1.03, 3.04, 1.71], [-1.45, 1.62, 0.14], [-4.13, -0.58, 4.30], [-5.78, 0.05, 4.40], [-5.01, -0.20, 2.83], [-4.15, 1.83, 4.94], [-4.98, 2.24, 3.45], [7.66, 0.52, -0.10], [8.06, 0.17, -1.52], [9.35, 0.71, -1.84], [10.40, -0.03, -1.46], [10.34, -1.08, -0.89], [11.70, 0.65, -1.90], [11.68, 1.97, -1.68], [11.90, 0.47, -3.22], [12.75, 0.15, -1.26], [7.71, 1.60, 0.05], [6.65, 0.18, 0.11], [8.34, 0.06, 0.62], [7.36, 0.62, -2.22], [8.03, -0.91, -1.69], [-1.67, 5.36, 9.39], [-0.80, 4.50, 8.50], [-1.29, 3.15, 8.43], [-2.26, 2.93, 7.54], [-2.73, 3.75, 6.81], [-2.65, 1.45, 7.55], [-2.75, 0.96, 8.79], [-1.74, 0.70, 6.91], [-3.82, 1.25, 6.95], [-1.77, 4.90, 10.38], [-1.25, 6.36, 9.50], [-2.68, 5.45, 8.98], [0.21, 4.44, 8.91], [-0.71, 4.93, 7.50], [-7.18, -3.80, -1.25], [-8.30, -2.96, -0.68], [-8.36, -3.09, 0.75], [-7.55, -2.30, 1.44], [-6.78, -1.51, 0.97], [-7.76, -2.52, 2.94], [-7.87, -3.81, 3.26], [-8.87, -1.91, 3.37], [-6.74, -2.03, 3.66], [-7.28, -4.84, -0.94], [-7.18, -3.76, -2.34], [-6.21, -3.45, -0.90], [-9.26, -3.31, -1.06], [-8.20, -1.91, -0.97], [4.98, -7.26, -1.48], [3.53, -7.46, -1.09], [2.67, -6.64, -1.90], [2.33, -7.13, -3.09], [2.67, -8.19, -3.52], [1.38, -6.17, -3.80], [1.77, -4.89, -3.69], [0.14, -6.24, -3.29], [1.28, -6.44, -5.10], [5.25, -6.21, -1.42], [5.63, -7.83, -0.82], [5.16, -7.59, -2.51], [3.37, -7.15, -0.06], [3.24, -8.51, -1.16]]}

=====

3.
{"formula": "C4H6N2S", "method": "wB97M-V/def2-TZVPD", "homo_energy_ev": -8.46, "spin_multiplicity": 1, "gap_ha": 0.3127, "de_lowest_kcal_mol": 86.04, "species": ["C", "C", "C", "S", "N", "N", "C", "H", "H", "H", "H", "H", "H"], "coordinates": [[2.26, -0.39, -0.30], [1.16, -0.22, -1.03], [-0.33, -0.18, -0.55], [-1.53, -1.03, -1.24], [-0.62, 0.50, 0.50], [0.42, 1.13, 1.13], [0.27, 1.35, 2.43], [3.28, -0.38, -0.63], [2.22, -0.72, 0.90], [1.17, -0.35, -2.07], [-1.44, 0.26, 1.05], [1.16, 1.83, 2.71], [-0.61, 1.08, 3.08]]}

=====

no.,energy (eV)
1,-11986.1847
2,-129827.5314
3,-18057.2424